The following is a DFT calculation (ωB97M-V/def2-TZVPD) of an isolated molecule of C7H13Cl at a distorted geometry.

SMILES = C=C(CCl)C(C)(C)C
M = 132.6 g/mol
energy above the lowest of the compared OMol25 structures with the same formula, charge and spin = 1.5446 eV
E_LUMO = 0.8 eV

Last column: Mulliken charge in e.
Positions of all 21 atoms, in Å:
C -0.13209 2.16143 0.13070  -1.003
C 0.11146 0.99297 -0.36355  0.207
C 0.55231 0.73535 -1.98041  -0.638
Cl 2.24318 1.31507 -2.34615  -0.213
C -0.11494 -0.34538 0.38039  1.994
C 1.22777 -1.08066 0.38736  -1.987
C -0.62670 -0.18830 1.83475  -2.305
C -1.18201 -1.20834 -0.33272  -1.676
H -0.61848 2.11460 1.05582  0.298
H 0.07015 3.06786 -0.37952  0.377
H 0.58566 -0.31756 -2.14994  0.333
H -0.05206 1.48714 -2.63328  0.351
H 1.12212 -1.83574 1.00939  0.647
H 2.06769 -0.45630 0.62595  0.371
H 1.37577 -1.55397 -0.55690  0.432
H -0.86153 -1.08135 2.28901  0.542
H -1.54938 0.37294 1.94376  0.500
H 0.15117 0.11114 2.47137  0.528
H -1.08793 -1.23063 -1.35323  0.444
H -1.09356 -2.17345 0.11387  0.411
H -2.18858 -0.88682 -0.14666  0.387

***

The following is a DFT calculation (ωB97M-V/def2-TZVPD) of a cluster of 2 separate species, C7H13F4NO4S2 in total at a distorted geometry.

SMILES = CCOC(=O)C(F)(F)F.O=S(=O)(F)NCCCS
M = 315.3 g/mol
E_LUMO = 0.5 eV

Last column: Mulliken charge in e.
Positions of all 31 atoms, in Å:
C 4.07243 -1.78754 -2.32625  -1.096
C 2.93816 -2.78389 -2.22759  -0.216
O 2.60618 -3.07302 -0.85335  -0.330
C 1.86669 -2.16867 -0.23150  0.360
O 1.43902 -1.14719 -0.68605  -0.512
C 1.57450 -2.63382 1.20598  0.899
F 2.67811 -3.06879 1.81957  -0.258
F 0.68417 -3.63659 1.19461  -0.277
F 1.06471 -1.63114 1.91363  -0.186
H 4.94082 -2.14381 -1.77122  0.305
H 4.35453 -1.64465 -3.36862  0.367
H 3.78614 -0.82171 -1.91200  0.316
H 3.23030 -3.73986 -2.65621  0.315
H 2.04875 -2.43880 -2.75358  0.321
O -3.19835 4.75850 -1.02245  -0.571
S -2.60905 3.47943 -1.22028  1.094
O -3.20532 2.53236 -2.09052  -0.573
F -1.17037 3.74632 -1.74225  -0.211
N -2.22472 2.75715 0.18289  -0.121
C -3.21962 1.80734 0.69686  -0.739
C -2.60993 1.00138 1.85523  -0.849
C -1.20500 0.45829 1.52195  -0.290
S 0.16602 1.36321 2.30186  -0.241
H -1.91229 3.43482 0.86900  0.266
H -3.55972 1.15768 -0.10483  0.441
H -4.10572 2.31893 1.08842  0.432
H -2.50783 1.69994 2.68770  0.310
H -3.28222 0.19581 2.14077  0.300
H -1.13938 -0.57572 1.84849  0.346
H -1.02082 0.45498 0.44874  0.328
H -0.48019 2.12905 3.19100  0.072

***

The following is a DFT calculation (ωB97M-V/def2-TZVPD) of a cluster of 2 separate species, C7H13FN2 in total at a distorted geometry.

M = 144.2 g/mol
energy above the lowest of the compared OMol25 structures with the same formula, charge and spin = 2.6876 eV
E_LUMO = 0.9 eV

Last column: Mulliken charge in e.
Positions of all 23 atoms, in Å:
C -0.40600 -0.36441 2.17220  -0.547
C 0.07725 0.62756 2.85003  0.037
C 0.78339 -0.05774 -0.39863  0.154
C 1.95261 -1.10840 -0.29502  -1.255
C -1.51334 -0.99739 -1.12335  -1.020
C -0.85574 1.32351 -1.69596  -1.299
C -0.27376 -0.07299 -1.50166  0.461
N 1.22616 1.92999 0.84630  -1.025
N 1.00141 1.07116 0.14905  0.922
F 1.13936 0.58633 3.67961  -0.282
H 0.15644 -1.38774 1.91442  0.273
H -1.26096 -0.11276 1.52695  0.189
H -0.50132 1.55077 3.03132  0.304
H 2.11898 -1.17424 0.84674  0.289
H 2.71550 -0.75042 -0.87640  0.431
H 1.49057 -2.11726 -0.54532  0.299
H -2.34442 -0.76843 -1.81053  0.396
H -1.78105 -0.71206 -0.06939  0.153
H -1.16295 -2.05757 -1.09449  0.290
H -1.23956 1.71593 -0.58373  0.199
H -1.53796 1.31536 -2.58105  0.439
H -0.05035 2.11627 -2.05467  0.297
H 0.26573 -0.55547 -2.38640  0.295

***

The following is a DFT calculation (ωB97M-V/def2-TZVPD) of a cluster of 2 separate species, C7H13IN2 in total at a distorted geometry.

M = 252.1 g/mol
energy above the lowest of the compared OMol25 structures with the same formula, charge and spin = 0.8478 eV
E_LUMO = 0.6 eV

Last column: Mulliken charge in e.
Positions of all 23 atoms, in Å:
C 0.52347 -2.48765 1.38090  0.021
C -0.84507 -1.95889 -0.48964  -0.370
C 0.03406 2.56943 0.99878  -1.062
C 2.05122 2.61676 -0.55509  -0.974
C -2.43108 -1.39210 -2.24254  -0.375
C -0.47436 -3.09100 0.30596  -0.509
C 0.69827 2.01687 -0.20218  -0.010
N 0.23760 -2.44221 2.61356  -0.627
N -1.62100 -1.87643 -1.43226  0.161
I -0.71070 2.30667 -1.91069  -0.042
H 1.33665 -1.99881 0.90507  0.415
H -0.70610 1.87837 1.34385  0.346
H -0.29621 3.62361 0.85004  0.351
H 0.94550 2.61438 1.77238  0.266
H 2.32345 2.06500 -1.50292  0.292
H 1.78648 3.71874 -0.75521  0.290
H 2.74410 2.65797 0.33259  0.350
H 0.64658 0.93224 -0.29313  0.196
H -3.40817 -1.06565 -1.96445  0.247
H -2.17279 -1.23533 -3.28225  0.245
H -1.35350 -3.44463 1.01025  0.219
H -0.15787 -4.11896 -0.15014  0.319
H 0.84947 -1.88839 3.26712  0.251

***

The following is a DFT calculation (ωB97M-V/def2-TZVPD) of an isolated molecule of C7H13N at a distorted geometry.

M = 111.2 g/mol
energy above the lowest of the compared OMol25 structures with the same formula, charge and spin = 8.7626 eV
E_LUMO = -2.6 eV

Last column: Mulliken charge in e.
Positions of all 21 atoms, in Å:
C -2.40822 -0.55360 0.38771  -0.352
C -1.50349 0.31093 1.25136  -0.642
C -0.40801 0.89726 0.38137  -0.831
C 0.54281 -0.10878 -0.20183  -0.153
C 1.56201 0.61112 -1.21096  -0.709
C 2.00130 0.12699 0.05532  0.492
C 3.02820 -1.00558 -0.04256  -1.594
N -2.72599 0.05174 -0.85029  -0.554
H -1.79036 -1.23249 -0.29634  0.206
H -3.09999 -1.07121 1.06109  0.353
H -1.05227 -0.27980 2.05231  0.290
H -2.12402 1.06448 1.73213  0.365
H 0.23647 1.60495 0.91987  0.474
H 0.31968 -1.13459 -0.46835  0.285
H 1.51551 1.67197 -1.45041  0.248
H 2.29876 0.73714 0.91414  0.361
H 2.87591 -1.75928 0.71238  0.364
H 2.97469 -1.53325 -0.99712  0.360
H 4.03747 -0.62215 0.05848  0.395
H -0.75705 1.57362 -0.40042  0.416
H -3.39036 -0.49000 -1.39674  0.226

***

The following is a DFT calculation (ωB97M-V/def2-TZVPD) of an isolated molecule of C7H13N at a distorted geometry.

SMILES = C=C/C(N)=C(\C)CC
M = 111.2 g/mol
energy above the lowest of the compared OMol25 structures with the same formula, charge and spin = 1.4352 eV
E_LUMO = 1.1 eV

Last column: Mulliken charge in e.
Positions of all 21 atoms, in Å:
C -1.98448 -1.87929 1.43635  -0.762
C -1.59927 -1.04645 0.48265  -0.531
C -0.19244 -0.53592 0.42925  0.692
N 0.78027 -1.50502 0.57709  -0.432
C 0.10177 0.75209 0.17714  0.444
C -0.93483 1.81182 0.29202  -1.549
C 1.42744 1.12018 -0.48104  -0.868
C 1.69176 0.31421 -1.75614  -1.056
H -1.35709 -2.07965 2.29637  0.280
H -2.97876 -2.31225 1.46413  0.276
H -2.09569 -0.92482 -0.47063  0.345
H 1.72781 -1.25736 0.79794  0.216
H 0.48354 -2.44311 0.77524  0.230
H -1.18223 2.37130 -0.62429  0.340
H -0.72037 2.62026 0.99845  0.300
H -1.90411 1.38799 0.54293  0.408
H 2.24776 1.11712 0.24516  0.351
H 1.28285 2.13072 -0.84572  0.372
H 2.64573 0.52230 -2.24120  0.354
H 1.66263 -0.76086 -1.64376  0.316
H 0.89772 0.59675 -2.45194  0.276

***

Sequential E output: -734.6375, -1826.0874, -483.7357, -681.5650, -328.9494, -329.2187 hartree